{
  "formula": "C5H6N",
  "method": "the ωB97M-V functional and the def2-TZVPD basis",
  "elements": ["C", "C", "C", "C", "C", "N", "H", "H", "H", "H", "H", "H"],
  "coordinates": [[-1.17640, -0.15423, -0.58934], [0.38933, -0.46678, 0.60874], [-0.18183, 0.60792, -0.14128], [-0.46143, -1.69592, 0.44415], [0.46039, 1.82759, -0.48078], [-1.61185, -1.41344, -0.36069], [1.42246, -0.54239, 1.19026], [0.15650, -2.37552, -0.19611], [-0.79774, -2.28817, 1.32168], [1.26693, 1.67544, -1.21523], [0.85427, 2.29697, 0.38416], [-0.32063, 2.52854, -0.96556]],
  "nbo_charge": [0.694, -0.012, -0.166, -0.322, -0.654, -0.292, 0.306, 0.318, 0.316, 0.276, 0.270, 0.266],
  "e_above_lowest_kcal_mol": 125.9,
  "energy_ha": -248.41509,
  "lumo_energy_ev": [-7.5, -7.5],
  "total_charge": 1
}

---

{
  "formula": "C6H16N3O6S3",
  "method": "the ωB97M-V functional and the def2-TZVPD basis",
  "elements": ["C", "N", "C", "C", "O", "C", "S", "O", "O", "N", "S", "N", "O", "O", "H", "H", "H", "H", "H", "H", "H", "H", "H", "H", "C", "S", "O", "C", "H", "H", "H", "H", "H", "H"],
  "coordinates": [[0.94794, -0.26519, 3.07044], [0.56370, -1.19010, 1.93438], [-0.86913, -1.60477, 2.20066], [0.72006, -0.53898, 0.57519], [-0.00213, 0.59664, 0.37087], [1.66668, -1.19692, -0.59075], [3.47838, -0.69059, -0.50961], [3.96846, -0.74257, 0.96345], [4.26818, -1.83215, -1.26172], [3.85984, 0.79052, -1.35125], [3.10361, 2.18680, -0.62632], [1.82892, 2.75838, -1.69808], [2.66744, 2.01047, 0.84740], [4.18632, 3.33352, -0.62036], [1.23901, -0.86142, 4.05987], [0.09692, 0.53830, 3.30001], [1.92824, 0.33915, 2.77698], [-1.00508, -1.81253, 3.36299], [-1.17481, -2.57813, 1.61401], [-1.64687, -0.74157, 1.92652], [1.23191, -0.99331, -1.65790], [1.65050, -2.37257, -0.42233], [2.10692, 2.60854, -2.71485], [0.98335, 2.15802, -1.49551], [-2.81843, 0.95302, -0.78759], [-4.34951, -0.00562, -0.68824], [-4.11294, -1.13396, 0.27149], [-4.25248, -0.68587, -2.36211], [-2.65195, 1.44196, 0.17534], [-1.97636, 0.29260, -1.00789], [-2.91321, 1.71335, -1.56655], [-3.32182, -1.24522, -2.48526], [-4.30095, 0.12722, -3.09000], [-5.10072, -1.35700, -2.51326]],
  "nbo_charge": [-0.445, -0.552, -0.432, 0.749, -0.608, -0.738, 2.043, -0.913, -0.935, -1.043, 2.141, -1.025, -0.911, -0.931, 0.204, 0.182, 0.268, 0.210, 0.207, 0.204, 0.259, 0.282, 0.392, 0.393, -0.826, 1.226, -0.983, -0.829, 0.254, 0.249, 0.221, 0.231, 0.224, 0.233],
  "energy_ha": -2048.31027,
  "lumo_energy_ev": 2.2,
  "total_charge": -1
}

---

{
  "formula": "C3H12O2S2",
  "method": "the ωB97M-V functional and the def2-TZVPD basis",
  "elements": ["C", "C", "C", "S", "S", "H", "H", "H", "H", "H", "H", "H", "H", "H", "H", "O", "H", "H", "O"],
  "coordinates": [[0.32377, 1.41447, 0.69746], [1.54058, 2.18641, 1.24012], [0.65120, -0.05767, 0.48266], [2.25881, -0.32013, -0.28036], [-2.63187, 0.87014, -0.35197], [0.01563, 1.85107, -0.23680], [-0.51442, 1.54226, 1.36460], [1.94444, 1.71413, 2.19483], [2.32248, 2.09477, 0.51090], [1.34938, 3.24029, 1.50103], [-0.20039, -0.48000, -0.21281], [0.61419, -0.59930, 1.47227], [-3.92806, 0.92363, -0.72441], [-2.40523, -2.47056, 0.79928], [-2.20655, -0.86066, 0.49060], [-1.78477, -1.68180, 0.90566], [1.20305, -2.94451, -2.40310], [1.34244, -1.72327, -1.48425], [0.70210, -2.36161, -1.86522]],
  "nbo_charge": [-0.436, -0.603, -0.622, 0.217, -0.346, 0.223, 0.229, 0.200, 0.214, 0.224, 0.358, 0.280, 0.126, 0.479, 0.457, -0.990, 0.469, 0.437, -0.914],
  "e_above_lowest_kcal_mol": 144.5,
  "energy_ha": -1068.13397,
  "lumo_energy_ev": -5.1
}